# 1
{"formula": "C11H28IO14PS3", "method": "ωB97M-V with the def2-TZVPD basis set", "elements": ["O", "C", "I", "C", "O", "P", "O", "O", "O", "H", "H", "H", "H", "C", "C", "O", "S", "C", "O", "O", "H", "H", "H", "H", "H", "H", "H", "H", "C", "C", "O", "S", "C", "O", "O", "H", "H", "H", "H", "H", "H", "H", "H", "C", "C", "O", "S", "C", "O", "O", "H", "H", "H", "H", "H", "H", "H", "H"], "positions_angstrom": [[-0.03493, 4.20608, 2.97854], [0.28972, 3.99512, 1.86428], [-1.00063, 2.99080, 0.47503], [1.64868, 4.35468, 1.26561], [1.51665, 5.04224, 0.03083], [1.32727, 6.61841, 0.05265], [2.03580, 7.36388, 1.09258], [1.73215, 6.93835, -1.44478], [-0.25518, 6.79670, 0.10888], [2.22475, 4.92331, 1.99653], [2.16320, 3.41967, 1.04264], [2.20770, 7.77671, -1.47889], [-0.47870, 7.43785, 0.79237], [0.18648, 4.19367, -3.58988], [-1.20394, 3.70681, -3.93242], [-1.20774, 2.53852, -4.79890], [-0.81070, 1.15238, -4.14765], [-1.36468, 0.10267, -5.44041], [-1.59389, 0.94608, -2.96685], [0.61721, 1.06512, -4.05441], [0.72430, 3.47305, -2.97608], [0.11038, 5.12860, -3.03350], [0.76808, 4.36529, -4.49570], [-1.78332, 3.47748, -3.03701], [-1.75158, 4.45301, -4.50358], [-2.44478, 0.18394, -5.52206], [-1.07517, -0.90763, -5.15621], [-0.87135, 0.39811, -6.36226], [0.97523, -5.47800, -1.64361], [1.87129, -4.53104, -0.87612], [1.90939, -3.19819, -1.44439], [0.64224, -2.26994, -1.21518], [1.35728, -0.75466, -1.71978], [0.34935, -2.25148, 0.19012], [-0.39579, -2.63541, -2.13113], [-0.07041, -5.18373, -1.57502], [1.08020, -6.48195, -1.23138], [1.25094, -5.49666, -2.69799], [1.57909, -4.45636, 0.17229], [2.90796, -4.85909, -0.91191], [2.15854, -0.49055, -1.03467], [0.56636, -0.00898, -1.69290], [1.72473, -0.86532, -2.73488], [-0.87724, -3.51935, 2.86356], [-0.78062, -2.71847, 4.13945], [-1.65005, -3.20876, 5.19824], [-1.21831, -4.53238, 5.94816], [-2.35083, -4.41051, 7.28803], [0.12439, -4.37993, 6.42494], [-1.54938, -5.67879, 5.15848], [-0.50605, -4.53442, 3.00375], [-0.28909, -3.03197, 2.08618], [-1.91254, -3.58706, 2.52845], [0.23963, -2.68227, 4.52324], [-1.11719, -1.69563, 3.98393], [-2.10436, -3.53357, 7.87949], [-2.23252, -5.31815, 7.87580], [-3.35804, -4.34829, 6.88546]], "smiles": "O=C(I)COP(=O)(O)O.CCOS(C)(=O)=O.CCOS(C)(=O)=O.CCOS(C)(=O)=O", "energy_ev": -90423.3216, "lumo_energy_ev": 0.17, "gap_ev": 10.09}



# 2
{"formula": "C11H29AlN3O4", "method": "ωB97M-V with the def2-TZVPD basis set", "elements": ["Al", "C", "O", "C", "C", "O", "C", "C", "O", "C", "H", "H", "H", "H", "H", "H", "H", "H", "H", "H", "H", "H", "H", "H", "N", "C", "C", "N", "H", "H", "H", "H", "H", "H", "H", "H", "C", "N", "C", "C", "O", "H", "H", "H", "H", "H", "H", "H"], "positions_angstrom": [[-0.11830, -0.76999, 0.02483], [-0.83681, -0.82166, -2.94056], [0.16752, -0.63945, -1.90567], [1.50426, -0.99289, -2.34648], [2.49076, -0.50763, -1.28730], [1.76952, -0.49659, -0.03636], [2.56859, -0.45703, 1.16409], [1.60080, -0.15482, 2.30667], [0.29556, -0.65378, 1.91918], [-0.57418, -0.88887, 3.05890], [-0.38966, -0.67070, -3.91968], [-1.61660, -0.07652, -2.80461], [-1.25549, -1.82821, -2.89555], [1.71010, -0.50546, -3.29770], [1.56147, -2.07396, -2.48412], [2.86718, 0.49469, -1.49415], [3.33954, -1.18818, -1.21850], [3.32956, 0.31808, 1.08029], [3.06159, -1.42082, 1.29928], [1.53402, 0.91441, 2.51649], [1.92276, -0.66398, 3.21350], [-0.78408, 0.04740, 3.57609], [-0.09825, -1.58302, 3.74949], [-1.49814, -1.33241, 2.69860], [-2.13492, -0.68051, 0.08497], [-2.66025, 0.66782, 0.45859], [-1.79659, 1.69768, -0.24888], [-0.37484, 1.33005, 0.01288], [-2.48577, -0.91638, -0.84450], [-2.56365, -1.38208, 0.68685], [-2.57796, 0.78175, 1.54006], [-3.70786, 0.78337, 0.18710], [-2.03056, 2.70296, 0.09644], [-1.97517, 1.66946, -1.32329], [-0.11338, 1.74459, 0.90654], [0.21516, 1.81068, -0.66349], [0.24772, -6.14659, 0.24012], [-0.32035, -4.83982, -0.10943], [-1.56975, -4.88858, -0.86474], [0.26202, -3.74808, 0.24944], [-0.17421, -2.56805, 0.00051], [-0.40494, -6.65330, 0.95059], [1.23945, -6.04573, 0.67374], [0.31540, -6.76360, -0.65451], [-2.27209, -5.54277, -0.35016], [-1.38342, -5.30978, -1.85280], [-1.99891, -3.89731, -0.96789], [1.19047, -3.85579, 0.80925]], "energy_ev": -31112.7883, "charge": 3, "lumo_energy_ev": -8.36, "de_lowest_kcal_mol": 1.60, "gap_ev": 11.70}



# 3
{"formula": "C11H29Cl2LaOPS", "method": "ωB97M-V with the def2-TZVPD basis set", "elements": ["La", "Cl", "Cl", "H", "H", "P", "C", "C", "C", "C", "H", "C", "H", "H", "H", "H", "H", "H", "H", "C", "C", "H", "H", "H", "H", "H", "H", "C", "H", "C", "H", "H", "H", "H", "H", "H", "C", "S", "C", "O", "H", "H", "H", "H", "H", "H"], "positions_angstrom": [[0.30395, -0.63254, 0.70638], [-1.27469, 1.43896, 0.03785], [1.41103, -2.90676, -0.07020], [-1.28362, -1.61848, 0.79040], [1.74488, 0.29706, -0.13802], [-0.02333, 0.10674, -2.74660], [0.22830, 1.82299, -3.41480], [1.05569, -0.97262, -3.81156], [-1.79386, -0.27427, -3.11970], [1.20973, 2.58053, -2.50963], [-0.77274, 2.27770, -3.30572], [0.65172, 1.88622, -4.88436], [1.66756, 1.49355, -5.02941], [0.65539, 2.94134, -5.18867], [-0.03955, 1.35391, -5.54845], [0.79104, 2.71656, -1.50511], [1.40405, 3.56566, -2.95330], [2.16603, 2.04933, -2.40595], [-2.30379, 0.55710, -2.59910], [-2.24894, -1.58852, -2.46141], [-2.10234, -0.20053, -4.61096], [-2.03465, 0.82701, -4.98696], [-3.13307, -0.54348, -4.77334], [-1.43785, -0.84429, -5.20436], [-1.56339, -1.95334, -1.68028], [-2.38485, -2.38194, -3.20619], [-3.21747, -1.41899, -1.97205], [2.51277, -0.75886, -3.37403], [0.91247, -0.60364, -4.84030], [0.66675, -2.44843, -3.74624], [2.90885, 0.21858, -3.67959], [3.13580, -1.53383, -3.84389], [2.61511, -0.85314, -2.28077], [0.69854, -2.82327, -2.70971], [1.40799, -3.01298, -4.32967], [-0.32072, -2.64619, -4.17977], [-0.17726, 0.03563, 5.48746], [-0.82042, 0.53239, 3.89010], [-0.36612, 2.27587, 3.89635], [0.23830, -0.11545, 2.94251], [-0.92118, 0.27916, 6.24796], [0.76228, 0.57191, 5.66779], [-0.01034, -1.04786, 5.45923], [0.20954, 2.49576, 4.80930], [0.20750, 2.51351, 2.98811], [-1.30508, 2.84925, 3.90867]], "energy_ev": -59954.2764, "charge": -1, "lumo_energy_ev": 1.92, "de_lowest_kcal_mol": 0.00, "gap_ev": 4.20}



# 4
{"formula": "C11H29FN2O2SSi2", "method": "ωB97M-V with the def2-TZVPD basis set", "elements": ["O", "S", "O", "F", "C", "C", "C", "C", "C", "N", "H", "H", "H", "H", "H", "H", "H", "H", "H", "H", "H", "C", "Si", "C", "C", "N", "Si", "C", "C", "C", "H", "H", "H", "H", "H", "H", "H", "H", "H", "H", "H", "H", "H", "H", "H", "H", "H", "H"], "positions_angstrom": [[-2.15107, -2.89569, 2.54625], [-1.53964, -2.20912, 1.46919], [-0.19523, -2.37527, 1.08968], [-1.86079, -0.67635, 1.69273], [-2.48552, -2.36200, -0.08750], [-3.22405, -3.69472, -0.20300], [-4.69110, -3.64045, 0.26372], [-4.98466, -2.45070, 1.17199], [-4.70638, -1.14293, 0.45343], [-3.38189, -1.17273, -0.31035], [-1.69532, -2.28469, -0.83549], [-3.16896, -4.02130, -1.24186], [-2.65264, -4.42391, 0.37289], [-5.34391, -3.57260, -0.61093], [-4.93049, -4.56609, 0.78298], [-4.43646, -2.51713, 2.11084], [-6.04576, -2.43447, 1.42513], [-4.65471, -0.29057, 1.12692], [-5.47582, -0.94373, -0.29122], [-3.55656, -1.09829, -1.31299], [-2.84441, -0.33836, -0.05838], [1.23713, 0.41081, 2.19701], [1.68127, 1.17623, 0.50940], [0.35491, 2.53700, 0.29010], [1.14115, -0.12989, -0.78982], [3.24826, 1.65225, 0.44371], [4.13109, 2.37280, -0.76565], [3.48802, 4.07449, -1.32714], [4.27090, 1.35819, -2.37223], [5.91494, 2.67211, -0.21199], [0.18771, 0.11446, 2.15786], [1.85048, -0.46060, 2.43433], [1.35607, 1.15129, 2.99026], [-0.65657, 2.18906, 0.54694], [0.32689, 2.90147, -0.74117], [0.58897, 3.38522, 0.93766], [1.83757, -0.97200, -0.78889], [1.13697, 0.30524, -1.79364], [0.13412, -0.52615, -0.59617], [2.54375, 3.98723, -1.87401], [4.20135, 4.58513, -1.98177], [3.31275, 4.71061, -0.45534], [4.57564, 0.33431, -2.13853], [5.00831, 1.78289, -3.06066], [3.31439, 1.31179, -2.90278], [6.38713, 1.72482, 0.06100], [5.93057, 3.31917, 0.66883], [6.52157, 3.14316, -0.99138]], "energy_ev": -48259.4295, "lumo_energy_ev": -1.57, "de_lowest_kcal_mol": 0.00, "gap_ev": 4.24}



Please write out number 3 again, unchanged.
{"formula": "C11H29Cl2LaOPS", "method": "ωB97M-V with the def2-TZVPD basis set", "elements": ["La", "Cl", "Cl", "H", "H", "P", "C", "C", "C", "C", "H", "C", "H", "H", "H", "H", "H", "H", "H", "C", "C", "H", "H", "H", "H", "H", "H", "C", "H", "C", "H", "H", "H", "H", "H", "H", "C", "S", "C", "O", "H", "H", "H", "H", "H", "H"], "positions_angstrom": [[0.30395, -0.63254, 0.70638], [-1.27469, 1.43896, 0.03785], [1.41103, -2.90676, -0.07020], [-1.28362, -1.61848, 0.79040], [1.74488, 0.29706, -0.13802], [-0.02333, 0.10674, -2.74660], [0.22830, 1.82299, -3.41480], [1.05569, -0.97262, -3.81156], [-1.79386, -0.27427, -3.11970], [1.20973, 2.58053, -2.50963], [-0.77274, 2.27770, -3.30572], [0.65172, 1.88622, -4.88436], [1.66756, 1.49355, -5.02941], [0.65539, 2.94134, -5.18867], [-0.03955, 1.35391, -5.54845], [0.79104, 2.71656, -1.50511], [1.40405, 3.56566, -2.95330], [2.16603, 2.04933, -2.40595], [-2.30379, 0.55710, -2.59910], [-2.24894, -1.58852, -2.46141], [-2.10234, -0.20053, -4.61096], [-2.03465, 0.82701, -4.98696], [-3.13307, -0.54348, -4.77334], [-1.43785, -0.84429, -5.20436], [-1.56339, -1.95334, -1.68028], [-2.38485, -2.38194, -3.20619], [-3.21747, -1.41899, -1.97205], [2.51277, -0.75886, -3.37403], [0.91247, -0.60364, -4.84030], [0.66675, -2.44843, -3.74624], [2.90885, 0.21858, -3.67959], [3.13580, -1.53383, -3.84389], [2.61511, -0.85314, -2.28077], [0.69854, -2.82327, -2.70971], [1.40799, -3.01298, -4.32967], [-0.32072, -2.64619, -4.17977], [-0.17726, 0.03563, 5.48746], [-0.82042, 0.53239, 3.89010], [-0.36612, 2.27587, 3.89635], [0.23830, -0.11545, 2.94251], [-0.92118, 0.27916, 6.24796], [0.76228, 0.57191, 5.66779], [-0.01034, -1.04786, 5.45923], [0.20954, 2.49576, 4.80930], [0.20750, 2.51351, 2.98811], [-1.30508, 2.84925, 3.90867]], "energy_ev": -59954.2764, "charge": -1, "lumo_energy_ev": 1.92, "de_lowest_kcal_mol": 0.00, "gap_ev": 4.20}